[1]
Entry from OMol25: a cluster of 2 separate species, C4H11PS2 in total (the ωB97M-V functional and the def2-TZVPD basis).

Last column: Löwdin charge in e.
Positions of all 18 atoms, in Å:
C 3.218 -2.637 -1.511  -0.472
P 1.970 -2.160 -0.220  0.177
S 0.331 -1.786 -1.413  0.286
S 2.821 -0.181 -0.217  0.285
H 4.201 -2.379 -1.096  0.011
H 3.364 -3.736 -1.747  0.054
H 2.886 -2.224 -2.410  -0.021
H -0.665 -2.179 -0.477  -0.134
H 4.082 -0.461 0.193  -0.190
C -1.101 1.814 1.036  -0.007
C -2.273 2.170 0.529  -0.227
C -3.651 1.886 1.173  -0.089
H -1.060 1.211 1.858  0.020
H -0.163 2.158 0.591  0.059
H -2.364 2.974 -0.122  0.062
H -4.217 1.288 0.361  0.109
H -3.413 1.384 2.034  0.025
H -3.966 2.856 1.438  0.052

## Properties
Spin multiplicity   1
Orbital gap   9.388 eV
DFT total energy   -35284.292 eV
HOMO   -8.7 eV
LUMO   0.0239 Eh
ΔE to the lowest compared entry with this formula, charge and spin   1.8031 eV

---

[2]
Entry from OMol25: an isolated molecule of C4H11PS3 (the ωB97M-V functional and the def2-TZVPD basis).

Last column: Löwdin charge in e.
Positions of all 19 atoms, in Å:
C -1.160 -1.362 -0.734  -0.148
C 0.112 -0.856 -0.178  -0.958
C 1.374 -1.619 -0.401  -0.152
C -0.080 -0.578 1.345  -0.193
S 0.445 0.852 -0.855  0.505
P -0.778 2.208 0.126  -0.052
S -0.443 3.685 -1.388  0.288
S 0.472 2.978 1.670  0.260
H -1.290 -2.480 -0.420  0.119
H -2.002 -0.783 -0.282  0.082
H -1.190 -1.349 -1.839  0.082
H 2.147 -1.072 0.165  0.071
H 1.655 -1.888 -1.475  0.104
H 1.292 -2.654 0.212  0.129
H 0.817 -0.055 1.842  0.081
H -1.098 -0.133 1.598  0.066
H -0.132 -1.656 1.875  0.119
H -1.144 2.803 -2.097  -0.215
H 1.003 3.957 0.836  -0.188

## Properties
Spin multiplicity   1
Orbital gap   8.981 eV
DFT total energy   -46121.000 eV
HOMO   -8.6 eV
LUMO   0.0148 Eh
ΔE to the lowest compared entry with this formula, charge and spin   0.0000 eV

---

[3]
Entry from OMol25: a cluster of 2 separate species, C4H11S in total (the ωB97M-V functional and the def2-TZVPD basis).

Last column: Löwdin charge in e.
Positions of all 16 atoms, in Å:
S -1.494 2.072 1.951  -0.210
H -2.312 2.935 2.575  -0.485
C 1.406 -1.282 -0.220  -0.109
C 0.311 -0.234 0.048  -0.534
C 0.481 0.975 -0.855  -0.125
C -1.078 -0.835 -0.080  -0.127
H 1.293 -2.152 0.435  0.064
H 1.342 -1.665 -1.247  0.066
H 2.387 -0.821 -0.077  0.064
H 0.451 0.084 1.081  0.087
H -0.274 1.717 -0.581  0.017
H 0.300 0.711 -1.903  0.069
H 1.466 1.444 -0.800  0.069
H -1.222 -1.636 0.646  0.069
H -1.818 -0.055 0.102  0.017
H -1.237 -1.260 -1.076  0.068

## Properties
Spin multiplicity   1
Orbital gap   6.370 eV
DFT total energy   -15162.803 eV
HOMO   -2.6 eV
LUMO   0.1392 Eh
ΔE to the lowest compared entry with this formula, charge and spin   0.0000 eV
Net charge   -1